Computed, not measured: 2 unconnected molecules or ions with the total composition C5H10O2, with ωB97M-V with the def2-TZVPD basis set.

The geometry in XYZ format:
```
17
Properties=species:S:1:pos:R:3:forces:R:3
C 1.837 0.241 -1.140 0.022 0.015 -0.051
C 0.910 0.076 0.060 0.136 -0.210 -0.030
O 0.278 1.279 0.447 0.035 0.044 0.079
C -1.096 1.296 0.058 -0.267 0.049 -0.059
C -1.529 -0.157 -0.148 -0.004 -0.020 -0.004
C -0.213 -0.910 -0.247 0.062 -0.309 -0.037
O -0.062 -2.078 -0.515 -0.085 0.514 0.077
H 2.601 0.991 -0.919 -0.114 -0.103 -0.026
H 1.284 0.560 -2.031 0.061 -0.032 0.140
H 2.325 -0.715 -1.357 -0.084 0.143 0.015
H 1.484 -0.295 0.919 -0.084 -0.001 -0.112
H -1.222 1.888 -0.859 0.054 -0.103 0.096
H -1.648 1.791 0.861 0.051 -0.051 -0.151
H -2.087 -0.560 0.704 0.109 0.063 -0.104
H -2.130 -0.322 -1.048 0.107 0.010 0.140
H -0.436 -1.436 2.867 0.018 -0.040 -0.033
H -0.292 -1.964 2.362 -0.016 0.032 0.060
```
Positions in Å, forces in eV/Å.

* energy relative to the best compared isomer or geometry (same formula, charge and spin): 50.4 kcal per mole
* LUMO: 0.908 eV
* spin multiplicity: 1
* calculated total energy: -9440.8584 eV
* Kohn-Sham gap: 10.5 eV
* max |F|: 0.01024 hartree/bohr
* HOMO energy: -9.6 eV

Here are the Mulliken charges for atoms 1 to 2, given in e: atom 1 (C): -1.315, atom 2 (C): 0.533